ORCA calculation (ωB97M-V/def2-TZVPD) on C3H5FO in the gas phase.

```
10
Properties=species:S:1:pos:R:3:nbo_charge:R:1
C 0.99662 -0.41735 -0.40420 -0.64
C 0.09235 0.53985 0.38296 0.11
F 0.15243 1.80299 -0.18673 -0.34
C -1.30853 -0.01835 0.17335 0.42
O -2.23916 0.40346 -0.44590 -0.49
H 1.88706 0.16088 -0.39855 0.23
H 0.69483 -0.56111 -1.42899 0.23
H 1.06026 -1.41353 0.07192 0.23
H 0.13420 0.46876 1.42691 0.18
H -1.47006 -0.96560 0.80922 0.08
```

Results
HOMO level: -9.93 eV
multiplicity: 1
orbital gap: 10.823 eV
energy relative to the best compared isomer or geometry (same formula, charge and spin): 12.2 kcal/mol
energy: -7955.9777 eV
LUMO level: 0.033 hartree


ORCA calculation (ωB97M-V/def2-TZVPD) on 2 unconnected molecules or ions with the total composition C3H9NO.

```
14
Properties=species:S:1:pos:R:3:nbo_charge:R:1
C 1.10181 -0.72903 -1.29951 -0.48
C 2.06808 0.01156 -0.77950 -0.01
N 2.06089 0.63773 0.49805 -0.81
H 1.09715 -1.07052 -2.32081 0.21
H 0.25117 -1.03268 -0.70259 0.19
H 2.89400 0.31326 -1.40780 0.18
H 2.90608 0.38536 1.00542 0.36
H 1.31179 0.22367 1.04915 0.35
C -2.16322 0.17088 1.00017 -0.24
O -2.42702 -0.20075 -0.34421 -0.73
H -2.55680 -0.59574 1.67384 0.17
H -1.09037 0.21975 1.17843 0.16
H -2.62722 1.12747 1.24990 0.17
H -2.82632 0.53905 -0.80056 0.47
```

Results
HOMO level: -8.68 eV
multiplicity: 1
orbital gap: 9.652 eV
energy relative to the best compared isomer or geometry (same formula, charge and spin): 41.9 kcal/mol
energy: -6793.2367 eV
LUMO level: 0.036 hartree


ORCA calculation (ωB97M-V/def2-TZVPD) on 3 unconnected molecules or ions with the total composition C6H10O.

```
17
Properties=species:S:1:pos:R:3:nbo_charge:R:1
C -1.15066 -1.35119 0.56419 -0.57
C -0.33835 -0.38108 -0.02662 -0.09
C -0.51694 1.25742 -0.81836 -0.36
C 0.89973 1.39649 -0.34671 0.04
C 0.21436 0.69885 0.80492 -0.18
O 1.64277 0.41349 -1.02788 -0.50
C 0.84408 -0.77645 -0.90879 -0.10
H -2.00015 -1.05908 1.17565 0.21
H 0.00984 -1.17181 1.85715 0.06
H -1.20944 -2.34313 0.12178 0.21
H -0.66288 0.91809 -1.84220 0.25
H -1.26268 1.97175 -0.48255 0.23
H 1.43005 2.33737 -0.24594 0.22
H -0.41932 1.26764 1.48112 0.23
H 0.55702 -0.50127 2.02590 -0.04
H 0.52743 -1.11373 -1.90388 0.18
H 1.43514 -1.56336 -0.42777 0.20
```

Results
HOMO level: -7.84 eV
multiplicity: 1
orbital gap: 8.500 eV
energy relative to the best compared isomer or geometry (same formula, charge and spin): 139.7 kcal/mol
energy: -8425.1821 eV
LUMO level: 0.024 hartree